(1)
49
Properties=species:S:1:pos:R:3:lowdin_charge:R:1 method="wB97M-V/def2-TZVPD" lumo_energy_ev=-0.27 energy_ev=-902786.6495 orbital_gap_ev=8.820
C -2.927 1.221 1.091 -0.0260
C -2.322 0.753 -0.269 -0.3157
C -3.306 0.104 -1.309 -0.1120
N -1.076 0.822 -0.597 0.0272
O -0.318 1.313 0.491 -0.3205
P 0.672 0.043 1.014 0.5374
O 1.130 0.390 2.407 -0.2963
O 1.869 -0.089 -0.124 -0.1937
C 3.191 0.042 0.440 -0.2460
C 3.776 -1.322 0.959 -0.2203
C 4.187 -2.313 -0.181 -0.5779
Cl 5.418 -1.657 -1.343 0.5191
O -0.275 -1.332 0.905 -0.4527
P -0.734 -1.954 2.420 0.3296
S -2.598 -2.555 2.288 0.1217
H -2.822 2.318 1.269 0.0497
H -4.021 0.972 1.073 0.0826
H -2.478 0.595 1.902 0.0569
H -4.149 -0.398 -0.776 0.0242
H -3.647 0.841 -2.069 0.0495
H -2.737 -0.719 -1.812 0.0682
H 3.288 0.861 1.195 0.1234
H 3.857 0.351 -0.412 0.1050
H 3.103 -1.849 1.682 0.1134
H 4.710 -1.057 1.524 0.1221
H 4.644 -3.229 0.279 -0.0194
H 3.285 -2.661 -0.735 0.0852
H 0.079 -3.099 2.660 -0.0062
H -0.683 -0.995 3.464 0.0042
C 6.542 -6.219 -0.697 -1.6064
Br 5.594 -5.677 -2.295 0.5661
Br 8.393 -5.656 -0.732 0.5688
Br 5.640 -5.616 0.908 0.5974
H 6.538 -7.303 -0.675 -0.0308
C -3.847 5.613 0.541 -1.6022
Br -3.302 5.343 -1.297 0.5497
Br -5.285 4.418 1.046 0.5691
Br -2.347 5.489 1.759 0.5522
H -4.234 6.623 0.614 -0.0293
C 1.571 5.821 -0.240 -1.6086
Br 0.318 7.145 -0.894 0.5383
Br 0.770 4.062 -0.132 0.6021
Br 3.203 5.803 -1.283 0.5603
H 1.842 6.111 0.769 -0.0280
C -6.065 -2.299 -3.079 -1.5899
Br -6.091 -0.361 -2.970 0.6218
Br -4.760 -3.093 -1.890 0.6008
Br -7.828 -3.049 -2.799 0.5653
H -5.769 -2.554 -4.090 -0.0291

(2)
10
Properties=species:S:1:pos:R:3:lowdin_charge:R:1 method="wB97M-V/def2-TZVPD" lumo_energy_ev=0.77 e_above_lowest_kcal_mol=0.00 energy_ev=-12025.6039 smiles="F[C@H]1N=NN[C@@H]1F" orbital_gap_ev=11.038
C 0.787 0.586 -0.392 -0.2948
C -0.614 0.333 0.278 -0.2810
N 1.276 -0.779 -0.556 0.0529
N 0.455 -1.569 -0.133 -0.0073
N -0.539 -1.016 0.513 0.0129
F 1.656 1.281 0.382 0.0238
F -1.519 0.689 -0.749 -0.0361
H 0.841 1.033 -1.490 0.1892
H -0.999 0.900 1.158 0.1663
H -1.344 -1.460 0.988 0.1741

(3)
18
Properties=species:S:1:pos:R:3:lowdin_charge:R:1 method="wB97M-V/def2-TZVPD" lumo_energy_ev=3.95 e_above_lowest_kcal_mol=6.31 energy_ev=-9459.7558 orbital_gap_ev=7.961 charge=-1
C 1.828 0.208 -0.293 -0.3210
C 1.286 -0.997 -1.090 -0.1259
C 1.082 1.488 -0.666 -0.1227
H 1.735 -0.070 0.757 0.0852
H 2.900 0.362 -0.476 0.0821
H 1.703 -1.074 -2.089 0.0573
H 0.199 -0.877 -1.070 0.0496
H 0.071 1.246 -1.011 0.0565
H 0.915 2.144 0.193 0.0655
H 1.540 -1.914 -0.551 0.0571
H 1.623 2.074 -1.414 0.0583
C -2.000 -0.790 1.541 -0.0661
C -2.391 0.293 0.507 -0.8101
O -2.888 1.329 0.975 -0.0899
O -2.092 -0.041 -0.663 -0.1138
H -2.134 -0.646 2.622 0.0477
H -0.923 -0.978 1.433 0.0407
H -2.454 -1.757 1.293 0.0497

(4)
21
Properties=species:S:1:pos:R:3:lowdin_charge:R:1 method="wB97M-V/def2-TZVPD" lumo_energy_ev=0.56 e_above_lowest_kcal_mol=117.62 energy_ev=-15502.9060 smiles="C=CC(=O)NC(C)(C)[N+](=O)[O-]" orbital_gap_ev=10.753
C 2.590 1.111 -2.297 0.0665
C 1.969 0.152 -1.616 -0.0880
C 0.902 0.553 -0.696 -0.5576
C -0.133 -0.182 1.998 0.0260
C -1.970 0.637 0.261 0.0245
C -0.856 -0.378 0.676 -0.4360
N 0.208 -0.506 -0.280 0.1108
N -1.550 -1.705 0.783 -0.4058
O -2.428 -1.798 1.533 0.1391
O 0.787 1.687 -0.302 0.0582
O -1.113 -2.609 0.136 0.0919
H 3.458 0.844 -2.970 0.0964
H 2.113 2.010 -2.117 0.0424
H 1.955 -0.945 -1.817 0.1167
H 0.397 -1.005 2.257 0.0623
H -0.932 0.203 2.602 0.0875
H 0.653 0.621 1.836 0.1203
H -2.519 0.317 -0.593 0.0764
H -2.638 0.948 1.161 0.1256
H -1.366 1.530 -0.019 0.0831
H 0.473 -1.485 -0.538 0.1598

(5)
161
Properties=species:S:1:pos:R:3:lowdin_charge:R:1 method="wB97M-V/def2-TZVPD" lumo_energy_ev=-5.15 energy_ev=-150491.2711 orbital_gap_ev=1.095 charge=-2
Hg 3.312 -0.661 3.775 0.7472
O -2.890 -11.368 0.200 0.1080
C -2.172 -10.701 0.962 -0.3685
O -1.342 -9.740 0.652 0.2361
B -0.521 -9.394 1.829 -0.8008
O -1.320 -9.914 2.998 0.2099
C -2.161 -10.836 2.493 -0.3491
O -2.731 -11.709 3.141 0.1291
O -0.402 -7.879 1.996 0.2259
C 0.882 -7.531 1.902 -0.2904
O 1.367 -6.369 2.024 0.1615
C 1.674 -8.803 1.588 -0.2950
O 0.858 -9.858 1.728 0.2536
O 2.855 -8.722 1.190 0.1587
O -0.639 -2.652 7.504 0.1193
C -1.392 -3.509 8.026 -0.3371
O -1.287 -4.836 8.029 0.2594
B -2.159 -5.443 9.008 -0.9756
O -2.856 -4.282 9.542 0.2308
C -2.419 -3.117 8.988 -0.3327
O -2.773 -1.945 9.181 0.1224
O -3.135 -6.281 8.447 0.3063
C -3.014 -7.452 8.918 -0.3082
O -3.586 -8.527 8.563 0.1030
C -1.732 -7.443 9.912 -0.3618
O -1.356 -6.199 9.996 0.2574
O -1.235 -8.362 10.518 0.1510
P 8.939 -2.365 1.276 0.2114
F 7.637 -3.348 0.951 -0.2092
F 7.921 -1.394 2.192 -0.2211
F 9.372 -3.332 2.608 -0.2561
F 10.197 -1.565 1.682 -0.1384
F 9.964 -3.413 0.568 -0.2084
F 8.679 -1.612 -0.152 -0.1758
P 0.928 1.117 -0.200 0.1589
F 0.516 -0.447 -0.387 -0.1842
F 0.472 0.900 1.279 -0.1786
F 2.354 0.309 0.031 -0.2323
F 1.790 2.459 0.252 -0.2088
F 1.339 1.511 -1.794 -0.2132
F -0.463 1.798 -0.392 -0.1226
C 1.991 5.207 6.515 -0.0328
C 3.192 5.559 7.365 -0.4862
C 2.797 5.772 8.755 -0.1578
C 3.944 5.855 9.761 -0.1859
C 4.712 4.563 9.692 -0.1362
C 5.221 4.212 8.209 -0.4131
N 4.131 4.367 7.237 -0.1186
O 4.400 4.133 5.982 0.0386
C 6.494 5.153 7.974 -0.0107
C 5.566 2.710 8.345 -0.0389
C 3.908 6.793 6.735 -0.0115
H 1.079 5.758 6.745 0.0904
H 1.766 4.143 6.427 0.0987
H 2.037 5.544 5.479 0.0841
H 2.388 6.782 8.786 0.1281
H 2.074 5.036 9.107 0.1384
H 3.406 6.024 10.694 0.1144
H 4.588 6.717 9.582 0.1035
H 4.082 3.769 10.092 0.1155
H 5.599 4.594 10.325 0.1167
H 6.892 4.950 6.979 0.0728
H 6.312 6.227 8.003 0.0592
H 7.387 4.944 8.562 0.0845
H 5.843 2.288 7.379 0.0822
H 6.219 2.266 9.097 0.0871
H 4.707 2.171 8.744 0.0791
H 4.250 6.713 5.703 0.0930
H 4.588 7.240 7.460 0.0643
H 3.187 7.609 6.704 0.0890
H 5.060 4.790 5.747 0.1009
C -8.864 -4.682 1.375 -0.0377
C -8.285 -3.778 2.478 -0.5178
C -6.811 -3.502 2.088 -0.1362
C -6.125 -2.581 3.076 -0.1770
C -6.870 -1.261 2.947 -0.1163
C -8.450 -1.279 3.267 -0.4174
N -8.985 -2.502 2.596 -0.0811
O -10.386 -2.651 2.606 0.0209
C -8.747 -1.246 4.783 -0.0186
C -9.090 -0.073 2.521 -0.0415
C -8.412 -4.630 3.710 -0.0267
H -8.325 -5.594 1.117 0.1011
H -8.981 -4.096 0.463 0.0819
H -9.885 -4.878 1.701 0.0737
H -6.217 -4.413 2.166 0.1276
H -6.890 -3.020 1.114 0.1260
H -5.070 -2.410 2.864 0.1231
H -6.091 -3.038 4.065 0.1201
H -6.655 -0.734 2.018 0.1191
H -6.437 -0.672 3.756 0.1095
H -7.927 -0.994 5.456 0.0829
H -9.435 -0.475 5.132 0.0760
H -9.183 -2.159 5.189 0.0693
H -8.966 -0.055 1.438 0.0809
H -10.158 0.118 2.621 0.0759
H -8.513 0.756 2.931 0.0868
H -9.248 -5.325 3.776 0.0888
H -8.501 -4.043 4.625 0.0715
H -7.477 -5.180 3.818 0.0966
H -10.556 -2.407 1.693 0.1084
C 4.265 6.255 -10.444 -0.0493
C 3.559 7.528 -9.779 -0.4321
C 3.119 7.008 -8.422 -0.1944
C 4.193 7.128 -7.436 -0.1821
C 4.780 8.561 -7.315 -0.1295
C 5.272 9.133 -8.606 -0.4876
N 4.320 8.769 -9.638 -0.1308
O 4.699 9.180 -10.838 0.0057
C 5.373 10.695 -8.441 -0.0261
C 6.706 8.581 -8.899 -0.0286
C 2.264 7.486 -10.690 -0.0527
H 5.275 6.168 -10.045 0.0578
H 3.802 5.272 -10.366 0.0832
H 4.400 6.291 -11.525 0.0665
H 2.348 7.703 -8.089 0.1242
H 2.692 6.007 -8.366 0.1298
H 3.901 6.624 -6.515 0.1205
H 4.997 6.444 -7.709 0.1126
H 5.715 8.413 -6.776 0.1074
H 4.242 9.251 -6.665 0.1191
H 4.346 11.056 -8.389 0.0808
H 5.860 11.135 -9.311 0.0678
H 5.981 11.096 -7.630 0.0836
H 6.725 7.726 -9.574 0.0683
H 7.398 8.310 -8.102 0.0784
H 7.435 9.254 -9.350 0.0691
H 1.501 6.725 -10.526 0.0863
H 1.636 8.367 -10.560 0.0687
H 2.555 7.558 -11.738 0.0677
H 4.108 9.848 -11.193 0.1159
C -0.176 -2.594 -6.635 -0.0324
C -0.694 -3.852 -7.345 -0.4505
C -0.431 -5.129 -6.461 -0.1561
C -1.279 -5.133 -5.281 -0.1726
C -2.783 -5.226 -5.817 -0.1134
C -3.127 -3.923 -6.568 -0.4925
N -2.102 -3.753 -7.681 -0.0797
O -2.418 -2.724 -8.582 -0.0132
C -4.529 -4.103 -7.212 -0.0539
C -3.343 -2.749 -5.609 -0.0289
C 0.199 -3.832 -8.707 -0.0234
H -0.370 -2.501 -5.566 0.0790
H -0.593 -1.753 -7.188 0.0752
H 0.901 -2.521 -6.786 0.0872
H -0.706 -5.951 -7.121 0.1218
H 0.614 -5.245 -6.175 0.1288
H -1.115 -4.321 -4.573 0.1150
H -1.340 -6.143 -4.874 0.1151
H -3.364 -5.177 -4.896 0.1155
H -3.087 -6.055 -6.457 0.1218
H -5.186 -4.812 -6.709 0.0808
H -5.016 -3.149 -7.414 0.0754
H -4.397 -4.593 -8.177 0.0787
H -3.420 -1.884 -6.269 0.0791
H -4.231 -2.860 -4.987 0.0975
H -2.399 -2.618 -5.079 0.0636
H -0.067 -2.925 -9.250 0.0628
H 0.122 -4.655 -9.417 0.0712
H 1.276 -3.685 -8.622 0.0709
H -2.161 -1.877 -8.210 0.0766

(6)
104
Properties=species:S:1:pos:R:3:lowdin_charge:R:1 method="wB97M-V/def2-TZVPD" lumo_energy_ev=-4.11 energy_ev=-166802.2393 orbital_gap_ev=4.029 charge=+1
C 6.259 -0.278 0.686 -0.0872
C 6.216 -1.699 -0.018 -0.2491
C 4.776 -2.386 0.077 -0.1871
C 4.865 -3.740 -0.763 -0.4163
C 3.418 -4.321 -1.288 -0.5899
Si 2.529 -3.196 -2.560 0.3335
C 3.935 -2.246 -3.490 -0.2974
C 4.174 -0.772 -2.957 -0.1418
O 1.513 -2.016 -1.921 -0.3091
Si 0.220 -2.577 -0.934 0.5985
C -1.044 -1.109 -0.891 -0.1973
C -0.173 0.232 -0.657 -0.2322
C 0.023 0.926 -2.059 -0.2102
S 0.490 2.706 -1.964 0.6892
O -0.280 3.371 -3.042 -0.3618
O 0.161 3.331 -0.686 -0.2947
O 2.090 2.923 -2.351 -0.1684
C -0.785 -4.064 -1.619 -0.2472
C -2.228 -4.199 -0.965 -0.0873
C -3.311 -3.312 -1.642 -0.5099
F -4.503 -4.131 -1.908 -0.4116
F -3.766 -2.262 -0.810 0.0158
F -2.927 -2.733 -2.899 -0.3318
B 0.716 -2.844 0.959 -0.4696
C -0.411 -2.674 2.093 -0.0341
O 2.024 -3.144 1.394 0.0131
P 1.634 -4.538 -4.095 0.4584
O 2.911 -5.544 -4.599 -0.4067
Cl 1.089 -3.375 -5.782 0.1553
H 7.177 -0.253 1.333 0.0808
H 6.389 0.531 -0.085 0.0692
H 5.319 -0.093 1.276 0.0804
H 6.526 -1.651 -1.108 0.0918
H 6.962 -2.371 0.487 0.1088
H 4.556 -2.526 1.173 0.1162
H 4.042 -1.629 -0.303 0.1005
H 5.636 -3.584 -1.595 0.1180
H 5.285 -4.558 -0.033 -0.1159
H 2.730 -4.686 -0.413 0.0533
H 3.682 -5.307 -1.870 -0.1398
H 3.563 -2.182 -4.561 0.0530
H 4.888 -2.847 -3.543 0.0738
H 5.242 -0.564 -2.658 0.0723
H 3.534 -0.464 -2.092 0.0507
H 3.961 -0.067 -3.812 0.0825
H -1.566 -0.972 -1.873 0.0684
H -1.740 -1.183 -0.014 0.0849
H -0.739 0.914 0.035 0.1164
H 0.818 0.020 -0.174 0.1041
H -0.882 0.840 -2.719 0.1107
H 0.872 0.402 -2.585 0.1003
H 2.579 2.652 -1.542 0.0994
H -0.923 -4.081 -2.733 0.0568
H -0.226 -5.009 -1.333 0.0904
H -2.245 -4.057 0.150 0.1371
H -2.548 -5.272 -1.131 0.1422
H -1.466 -2.655 1.689 0.0527
H -0.321 -3.443 2.905 0.0911
H -0.256 -1.648 2.592 0.0609
H 2.426 -2.394 1.888 0.0593
H 3.675 -4.976 -4.839 0.0466
C -0.228 1.976 4.105 0.0577
N 0.060 0.756 3.307 -0.4032
O 0.838 0.860 2.377 0.0571
O -0.507 -0.268 3.644 0.0483
H 0.343 2.804 3.694 0.0987
H -1.297 2.170 4.035 0.0929
H 0.071 1.772 5.131 0.1041
C -1.682 5.346 -5.084 -0.9937
Cl -1.507 6.509 -6.398 0.5530
Cl -2.931 4.139 -5.458 0.4498
H -0.738 4.832 -4.932 0.0174
H -1.966 5.875 -4.177 0.0220
Cs 4.585 -6.221 -0.504 1.6140
O 3.238 -2.338 5.618 -0.1250
P 3.449 -1.040 4.840 -0.0966
O 4.867 -0.521 5.070 -0.1538
O 2.454 0.002 5.347 -0.1614
O 3.235 -1.295 3.351 -0.2715
Be -5.081 5.091 -4.672 0.3866
C -4.360 3.651 7.041 -0.0350
O -4.513 4.886 6.337 0.0082
C -3.650 5.055 5.333 -0.6052
O -2.794 4.277 4.995 0.1162
O -3.901 6.242 4.762 0.0040
C -3.045 6.549 3.667 -0.0513
H -5.111 3.627 7.829 0.0952
H -4.529 2.805 6.374 0.1016
H -3.373 3.590 7.500 0.0996
H -3.163 5.813 2.870 0.0911
H -2.005 6.600 3.993 0.1001
H -3.332 7.526 3.281 0.0913
Cs -5.076 -2.762 -3.433 1.6822
C -5.596 1.922 -0.387 -0.3441
C -6.082 3.201 -1.053 -0.3599
O -7.350 2.999 -1.658 -0.0751
H -5.522 1.117 -1.115 0.0370
H -4.621 2.078 0.071 0.0252
H -6.298 1.602 0.373 -0.0397
H -5.382 3.510 -1.837 0.0255
H -6.167 4.016 -0.319 0.1094
H -7.963 2.734 -0.961 0.0989
Cl -5.195 -0.007 1.079 -0.2582
Na -4.741 5.307 -1.858 0.4463

(7)
19
Properties=species:S:1:pos:R:3:lowdin_charge:R:1 method="wB97M-V/def2-TZVPD" lumo_energy_ev=0.75 e_above_lowest_kcal_mol=56.48 energy_ev=-11957.6605 smiles="NC(=O)CCCO.O" orbital_gap_ev=10.301
C -1.433 0.380 -0.118 -0.2514
O -2.376 -0.165 -1.080 -0.1136
C -0.445 -0.765 0.026 -0.1896
C 0.629 -0.586 -1.084 -0.1271
C 2.071 -0.596 -0.509 -0.5036
N 2.354 -1.589 0.364 0.1795
O 2.820 0.279 -1.016 0.0031
H -2.017 0.493 0.735 0.0761
H -1.131 1.398 -0.364 0.1228
H -1.859 -0.252 -1.955 0.1145
H -0.808 -1.797 -0.061 0.1274
H 0.073 -0.457 0.924 0.1033
H 0.516 0.496 -1.588 0.1561
H 0.414 -1.351 -1.841 0.1110
H 1.646 -2.046 0.885 0.0920
H 3.267 -1.587 0.709 0.0918
H -2.496 2.952 2.012 -0.0157
H -2.840 2.814 3.364 -0.0185
O -2.464 2.368 2.689 0.0418

(8)
61
Properties=species:S:1:pos:R:3:lowdin_charge:R:1 method="wB97M-V/def2-TZVPD" lumo_energy_ev=-0.62 energy_ev=-76014.7379 orbital_gap_ev=7.467
Bi 0.225 -0.718 1.493 1.8294
O 1.704 -6.127 -1.696 0.0954
C 1.498 -4.972 -1.039 -0.2733
C 2.027 -4.724 0.227 0.0754
C 1.754 -3.513 0.828 -0.1865
N 1.018 -2.586 0.221 -0.0098
C 0.496 -2.814 -0.983 -0.1598
C 0.712 -3.997 -1.653 0.0893
C -0.394 -1.703 -1.536 -0.5830
O -0.860 -1.834 -2.654 0.0711
O -0.570 -0.718 -0.727 -0.1890
C 2.237 -3.197 2.250 -0.6347
O 2.986 -4.000 2.781 0.0595
O 1.785 -2.096 2.731 -0.2558
H 2.249 -6.719 -1.167 0.1185
H 2.634 -5.439 0.769 0.1315
H 0.268 -4.161 -2.625 0.1369
N -0.141 -0.972 5.203 0.0418
N -0.733 0.243 4.839 -0.0762
C -0.104 1.225 4.201 -0.8669
N -0.666 2.441 4.196 0.1206
S 1.417 0.962 3.484 0.6374
H -0.523 -1.727 4.643 0.0773
H 0.852 -0.911 4.983 0.0320
H -1.630 0.415 5.264 0.1531
H -1.667 2.519 4.313 0.1153
H -0.279 3.098 3.539 0.0927
C -4.736 0.791 -4.344 -0.0466
C -3.985 1.027 -3.064 -0.2600
C -4.038 0.099 -2.027 -0.0234
C -3.361 0.313 -0.842 -0.0606
C -2.610 1.466 -0.687 -0.2781
C -2.529 2.398 -1.708 -0.0448
C -3.213 2.172 -2.890 -0.0271
S -1.837 1.766 0.879 0.5746
O -2.337 0.761 1.808 -0.3961
O -2.080 3.146 1.232 -0.3031
N -0.253 1.455 0.812 -0.3050
C 0.673 2.081 0.030 -0.2735
C 0.528 3.316 -0.579 -0.0135
C 1.564 3.877 -1.334 -0.0589
C 2.770 3.247 -1.470 -0.0436
C 2.978 2.002 -0.844 -0.1427
C 4.206 1.311 -0.899 0.0156
C 4.347 0.111 -0.261 -0.0199
C 3.254 -0.426 0.427 -0.0892
N 2.092 0.189 0.489 -0.0361
C 1.925 1.404 -0.106 -0.1483
H -5.641 0.213 -4.165 0.0771
H -4.118 0.229 -5.048 0.0877
H -5.007 1.734 -4.817 0.0762
H -4.622 -0.805 -2.153 0.1183
H -3.408 -0.400 -0.031 0.1112
H -1.945 3.298 -1.583 0.0937
H -3.151 2.903 -3.686 0.1145
H -0.396 3.855 -0.428 0.0915
H 1.410 4.842 -1.802 0.1109
H 3.575 3.696 -2.036 0.1120
H 5.033 1.754 -1.441 0.1244
H 5.279 -0.436 -0.277 0.1138
H 3.338 -1.361 0.956 0.1067